This record from the OMol25 dataset describes a structure of composition C23H42Cl3N4O3SSiSn. The level of theory is the ωB97M-V functional and the def2-TZVPD basis.

Its orbital gap is 4.5226 eV. As for the HOMO energy: -2.1 eV.

ORCA input file:
```
! wB97M-V def2-TZVPD RIJCOSX def2/J DEFGRID3
* xyz -1 1
C -1.6238 -2.4067 -5.2005
C -0.9892 -2.7576 -3.8931
H -1.9202 -3.3003 -5.7758
H -0.9601 -1.8451 -5.8796
H -2.5506 -1.8362 -5.0488
C -0.4882 -3.9932 -3.6943
C -0.3161 -5.0207 -4.7597
H -0.3331 -4.3760 -2.6799
H 0.4242 -4.7312 -5.5071
H -1.2309 -5.3225 -5.2711
H 0.0521 -5.9484 -4.3079
Sn -0.1026 2.1805 1.1557
Cl -2.4522 2.4295 2.1565
Cl 0.9659 3.7973 -0.2830
H 1.3946 5.9896 3.7337
H -1.3212 6.6712 3.1391
C 1.2820 5.2822 2.8974
C -1.0664 5.9879 2.3157
N -0.1256 4.9377 2.7191
H 1.9075 4.4178 3.1229
C -0.5834 3.9352 3.5179
O 0.1170 3.0303 3.9979
H -2.0103 5.5382 1.9883
H -1.6756 3.9689 3.6372
H 1.6538 5.7294 1.9799
H -0.6722 6.5725 1.4857
H 1.4589 -0.8512 -3.9174
H 3.1060 -3.8085 -2.8102
C 2.5348 -1.0348 -3.8032
C 3.6690 -2.8984 -2.5724
N 2.7894 -1.7279 -2.5481
H 3.0440 -0.0761 -3.8388
C 2.5693 -1.0700 -1.3560
O 1.8976 -0.0622 -1.2211
H 4.1315 -3.0272 -1.5806
H 3.0583 -1.5915 -0.5064
H 2.8770 -1.6961 -4.5824
H 4.4701 -2.7719 -3.3148
O -0.4681 -0.3207 -3.2528
C -1.1873 -1.6395 -2.8468
C 0.3081 -2.7442 -1.0860
C -0.8750 -2.0716 -1.4070
H 1.0574 -2.7285 -1.8705
C 0.4692 -3.4549 0.1146
H -2.2832 -1.4391 -2.8812
C -1.8383 -1.9526 -0.3920
H 1.3289 -4.1128 0.3127
C -0.5097 -3.3329 1.1027
C -1.6113 -2.4892 0.8794
H -2.7934 -1.4498 -0.5903
H -0.4440 -3.8696 2.0579
H -2.3455 -2.3059 1.6844
Si -0.4112 1.2164 -3.6503
Cl -1.2127 1.2477 -0.5771
C 1.3702 1.9724 -3.4886
C -1.3347 3.0162 -3.3836
C -1.3187 0.9416 -5.2650
H 1.9192 1.5189 -2.6380
H 1.4041 3.0727 -3.3411
H 1.9356 1.7726 -4.4023
H -0.7177 0.2489 -5.8607
H -1.5775 1.8377 -5.8540
H -2.2513 0.4443 -4.9398
H -1.0873 3.6188 -2.4966
H -2.4278 2.9468 -3.4058
H -1.1237 3.7218 -4.2063
S 1.0455 0.0785 1.5961
C 0.1313 -0.0317 3.0675
N 0.8607 -0.1695 4.1698
C 0.0523 0.0007 5.3733
C -1.3661 0.0104 4.8155
N -1.1746 -0.0256 3.3665
H 1.8560 0.0370 4.1127
H 0.3046 0.9309 5.9144
H 0.2345 -0.8590 6.0312
H -1.9115 0.9147 5.1206
H -1.9362 -0.8720 5.1249
H -1.8854 0.4174 2.7785
*
```

Atom charges from the Löwdin analysis, given in e for atoms 1 to 2:
1. C -0.06
2. C -0.22

This record from the OMol25 dataset describes a structure of composition C23H42CuN3OP2. The level of theory is the ωB97M-V functional and the def2-TZVPD basis.

Its orbital gap (alpha / beta) is 6.4059 / 8.2079 eV. As for the HOMO energy (alpha / beta): -9.3 / -11.1 eV.

ORCA input file:
```
! wB97M-V def2-TZVPD RIJCOSX def2/J DEFGRID3
* xyz 1 2
Cu 0.2183 -0.1062 -0.2001
P 0.5294 1.7344 -1.6024
P 0.0123 -2.3753 0.3106
N 1.3844 -1.3178 -2.4942
C 1.2341 1.0815 -3.1769
H 0.8899 1.7636 -3.9676
H 2.3132 1.1987 -3.0508
C 0.9588 -0.3677 -3.5649
H -0.0970 -0.5622 -3.7694
H 1.5512 -0.5679 -4.4896
C 0.6781 -2.6305 -2.5134
H 1.2014 -3.3324 -3.2075
H -0.3331 -2.4600 -2.8920
C 0.6885 -3.2980 -1.1385
H 1.7319 -3.4792 -0.8676
H 0.1542 -4.2606 -1.1617
C -1.6609 -3.1669 0.5888
C -2.5670 -2.3933 1.5552
H -3.5323 -2.9187 1.6156
H -2.7689 -1.3746 1.2078
H -2.1462 -2.3378 2.5673
C 1.0301 -2.8664 1.8075
C 0.3989 -2.5156 3.1562
H 1.1734 -2.6074 3.9304
H -0.4071 -3.2078 3.4273
H 0.0228 -1.4890 3.1835
C 1.7655 2.9589 -0.9085
C 1.2139 3.8764 0.1860
H 2.0624 4.3685 0.6827
H 0.6607 3.3208 0.9485
H 0.5760 4.6703 -0.2215
C -0.9178 2.7809 -2.1716
C -1.8660 3.2011 -1.0407
H -2.6973 3.7721 -1.4821
H -1.3714 3.8392 -0.2973
H -2.2988 2.3385 -0.5231
C -1.2810 -0.3331 -1.0922
O -2.2641 -0.4921 -1.6969
C 1.5266 -4.3224 1.8169
H 0.7159 -5.0307 2.0337
H 2.0132 -4.6173 0.8778
H 2.2669 -4.4199 2.6269
C 2.5383 3.7846 -1.9521
H 3.3583 4.3054 -1.4313
H 2.9824 3.1673 -2.7442
H 1.9086 4.5555 -2.4163
C -0.5710 3.9861 -3.0479
H -1.5039 4.3426 -3.5072
H -0.1639 4.8187 -2.4626
H 0.1188 3.7498 -3.8642
C -1.6445 -4.6530 0.9534
H -1.3634 -4.8185 2.0002
H -2.6685 -5.0338 0.8317
H -0.9984 -5.2561 0.3073
H -2.1035 -3.0761 -0.4170
H -1.4621 2.0583 -2.8019
H 1.9151 -2.2187 1.6732
H 2.4892 2.2707 -0.4347
H 2.3890 -1.5030 -2.6624
H 1.6706 -0.1141 0.1824
N -4.2257 2.0566 3.6840
C -3.0976 1.8477 3.4524
C -1.7163 1.5928 3.1582
C -0.7084 1.8864 4.0782
C 0.5958 1.5974 3.7078
C 0.8418 1.0406 2.4610
N -0.1319 0.7680 1.5886
C -1.4052 1.0403 1.9143
H -0.9401 2.3295 5.0481
H 1.4461 1.7904 4.3541
H 1.8712 0.8120 2.1702
H -2.1840 0.8184 1.1846
*
```

Atom charges from the Löwdin analysis, given in e for atoms 1 to 2:
1. Cu -0.04
2. P 1.03

| no. | largest force on an atom (eV/A) |
| --- | --- |
| 1 | 5.3 |
| 2 | 6.4 |